# 1
The following is a DFT calculation (ωB97M-V/def2-TZVPD) of a 4-piece molecular cluster, C31H48ClFN5O5PS2 overall.

Calculated values
- SMILES: [H]/N=C(\C)Cc1c(P(N)O)c(CCCSC(=S)N2CCOCC2)c(F)c2ncc(Cl)nc12.C1CCOC1.C1CCOC1.C1CCOC1
- E_tot: -3557.729515 Eh
- E_HOMO: -8.1 eV
- Charge: 0

```
94
Properties=species:S:1:pos:R:3:forces:R:3
H 2.654 -1.140 6.911 0.01 -0.03 0.08
N 2.708 -0.798 5.954 0.24 0.01 0.05
C 1.732 -0.039 5.694 -0.03 -0.19 -0.14
C 0.636 0.351 6.629 -0.05 0.07 -0.11
C 1.671 0.582 4.321 0.05 0.10 -0.24
C 1.578 -0.339 3.116 0.13 0.02 -0.06
C 2.042 0.051 1.865 -0.18 -0.03 0.13
P 2.837 1.720 1.797 0.28 -0.12 -0.04
N 4.414 1.278 1.234 -0.14 -0.19 -0.01
O 2.148 2.292 0.402 0.14 0.19 -0.12
C 1.941 -0.814 0.728 -0.11 -0.11 0.10
C 2.356 -0.483 -0.681 -0.15 0.02 -0.20
C 1.186 -0.269 -1.655 -0.24 0.25 -0.18
C 0.159 0.768 -1.204 -0.20 -0.15 0.14
S -1.546 0.523 -1.821 0.02 0.23 -0.49
C -2.131 -0.759 -0.700 0.05 -0.20 0.12
S -1.831 -2.315 -0.984 0.17 -0.08 0.11
N -2.838 -0.333 0.441 0.01 0.49 -0.30
C -1.970 0.014 1.568 0.08 -0.48 0.03
C -2.827 0.476 2.706 -0.08 0.21 0.17
O -3.535 1.674 2.411 0.01 0.06 0.12
C -3.652 1.945 1.027 -0.01 0.03 -0.17
C -3.860 0.700 0.189 -0.18 -0.08 0.23
C 1.424 -2.065 0.922 0.12 0.14 0.04
F 1.372 -2.928 -0.092 0.00 -0.11 -0.27
C 0.945 -2.510 2.160 -0.20 -0.08 0.38
N 0.431 -3.767 2.279 0.04 -0.06 -0.11
C -0.038 -4.116 3.434 0.08 0.27 0.02
C -0.046 -3.189 4.518 0.26 0.04 -0.13
Cl -0.660 -3.733 6.040 -0.20 0.01 0.13
N 0.427 -1.998 4.436 -0.08 -0.02 -0.03
C 0.988 -1.620 3.249 -0.25 -0.14 -0.02
H 0.579 1.436 6.700 0.05 0.12 0.13
H -0.313 0.024 6.206 -0.09 -0.12 0.05
H 0.779 -0.084 7.612 -0.06 -0.03 0.16
H 2.587 1.161 4.238 0.03 0.08 -0.01
H 0.864 1.312 4.253 -0.17 0.04 0.12
H 4.542 1.530 0.260 0.08 0.14 0.01
H 4.573 0.279 1.296 0.13 -0.02 0.07
H 2.279 3.246 0.404 -0.23 0.08 -0.08
H 2.945 -1.318 -1.060 0.10 -0.02 -0.08
H 2.974 0.397 -0.717 0.20 0.17 0.12
H 1.606 0.091 -2.594 0.09 -0.15 -0.17
H 0.670 -1.196 -1.884 0.03 -0.24 0.16
H 0.095 0.851 -0.125 0.15 0.00 0.03
H 0.389 1.757 -1.585 0.13 0.14 0.05
H -1.453 -0.889 1.881 0.20 -0.16 0.01
H -1.215 0.766 1.316 -0.06 0.11 0.02
H -3.538 -0.311 2.942 -0.21 -0.23 0.08
H -2.211 0.652 3.589 0.03 0.10 0.04
H -2.782 2.497 0.660 0.14 0.01 0.03
H -4.520 2.589 0.905 -0.06 0.11 0.04
H -4.837 0.271 0.412 -0.07 -0.08 0.06
H -3.870 1.000 -0.856 0.03 -0.03 -0.13
H -0.426 -5.115 3.571 -0.06 -0.10 -0.04
C 2.868 0.730 -6.857 0.02 -0.06 -0.04
C 2.116 -0.529 -6.431 0.00 0.06 0.03
C 3.185 -1.272 -5.641 0.05 0.01 -0.02
O 4.016 -0.272 -5.049 -0.04 0.03 0.00
C 3.724 1.007 -5.630 -0.01 -0.12 0.08
H 2.222 1.568 -7.108 -0.02 0.02 0.02
H 3.501 0.513 -7.721 0.01 0.01 0.00
H 1.279 -0.265 -5.781 0.00 -0.01 0.01
H 1.727 -1.114 -7.264 0.01 0.00 -0.02
H 3.803 -1.898 -6.294 -0.06 -0.03 -0.02
H 2.765 -1.901 -4.854 0.05 0.00 0.04
H 3.183 1.613 -4.902 -0.03 0.05 -0.01
H 4.661 1.510 -5.868 0.02 -0.01 0.03
C 3.116 6.235 -5.507 0.00 -0.02 -0.06
C 1.908 6.045 -6.423 0.00 -0.01 0.06
C 2.061 4.585 -6.830 0.04 0.04 -0.01
O 2.680 3.924 -5.724 -0.03 0.04 -0.03
C 3.174 4.890 -4.795 -0.04 0.02 0.01
H 3.017 7.071 -4.816 -0.02 0.01 0.00
H 4.019 6.389 -6.101 0.01 -0.01 0.00
H 0.983 6.187 -5.861 -0.01 -0.01 0.00
H 1.893 6.719 -7.277 0.02 0.01 -0.01
H 2.706 4.484 -7.709 -0.01 0.02 -0.01
H 1.108 4.098 -7.043 0.00 -0.02 0.01
H 2.534 4.885 -3.905 0.01 0.02 0.01
H 4.183 4.605 -4.495 0.00 -0.02 -0.01
C -7.084 -5.244 3.915 0.04 -0.01 0.01
C -6.265 -4.608 5.039 -0.04 0.02 -0.05
C -4.968 -4.269 4.314 0.01 -0.04 0.00
O -5.327 -3.987 2.963 0.03 0.04 -0.03
C -6.675 -4.391 2.720 -0.01 0.03 0.07
H -8.158 -5.229 4.093 -0.01 0.01 0.02
H -6.776 -6.280 3.765 0.00 0.00 -0.01
H -6.752 -3.696 5.390 0.00 0.01 0.00
H -6.108 -5.262 5.895 0.00 -0.03 0.00
H -4.273 -5.116 4.328 0.00 0.00 0.04
H -4.460 -3.400 4.734 0.02 0.02 -0.02
H -7.304 -3.497 2.638 -0.02 -0.02 0.00
H -6.715 -4.930 1.773 0.02 0.00 -0.01
```
Positions in Å, forces in eV/Å.

These are the Löwdin partial charges, in e, on atoms 1 to 5:
1. H 0.051
2. N 0.148
3. C -0.468
4. C -0.042
5. C -0.143

---

# 2
The following is a DFT calculation (ωB97M-V/def2-TZVPD) of C39H39LaN8O4 as an isolated structure.

Calculated values
- Relative energy (zero: lowest compared OMol25 entry of this formula, charge and spin): 0.8485 eV
- E_tot: -2280.157024 Eh
- E_HOMO (alpha / beta): -6.7 / -6.2 eV
- Charge: 0

```
91
Properties=species:S:1:pos:R:3:forces:R:3
La -0.151 1.555 0.053 -0.34 0.44 -0.37
O 1.275 3.419 -0.917 -0.13 0.91 -0.92
C 1.395 4.103 -2.034 -0.25 0.06 -0.51
C 2.079 5.362 -2.110 0.09 -0.66 0.64
C 2.485 5.874 -3.341 -0.21 -0.08 -0.23
C 2.074 5.238 -4.533 0.91 0.21 -0.15
C 1.214 4.148 -4.486 -0.61 0.36 -1.80
C 0.810 3.628 -3.292 0.49 -1.22 3.03
C -0.308 2.693 -3.206 -0.52 1.11 0.94
N -1.004 2.571 -2.102 0.54 -0.17 -2.39
C -2.447 2.448 -2.227 -0.89 -1.34 -0.77
C -3.008 3.372 -1.167 0.07 -1.03 0.73
N -2.160 3.248 0.050 -1.49 0.85 0.88
C -2.577 3.970 1.041 -0.11 -0.36 -1.87
C -2.117 3.904 2.395 1.16 -0.41 -0.18
C -3.015 4.291 3.360 -0.33 1.75 1.87
C -2.715 4.302 4.735 0.62 -0.70 -1.57
C -1.469 3.763 5.152 -1.27 0.52 -1.11
C -0.597 3.292 4.187 0.24 0.84 -0.32
C -0.842 3.396 2.777 -0.61 -1.51 1.33
O -0.011 2.806 1.961 -0.03 0.67 0.19
H 2.315 5.816 -1.132 0.13 -0.13 -0.71
H 3.123 6.786 -3.444 -0.65 -0.90 0.38
H 2.561 5.569 -5.457 -0.69 -0.06 0.17
H 0.669 3.746 -5.386 1.05 0.47 0.68
H -0.672 2.318 -4.168 -0.38 0.22 -0.02
H -2.843 1.390 -2.130 0.70 1.12 0.22
H -2.843 2.827 -3.184 0.43 -0.23 -0.01
H -4.015 3.011 -0.917 0.06 0.32 -0.03
H -3.072 4.374 -1.565 0.17 0.49 0.19
H -3.406 4.679 0.812 0.31 -0.37 0.47
H -3.920 4.819 3.030 0.18 -0.52 0.15
H -3.438 4.757 5.372 -0.20 0.01 0.70
H -1.248 3.745 6.204 0.29 -0.12 0.21
H 0.381 2.932 4.469 0.05 -0.25 0.03
C 0.362 -7.248 -2.526 -0.54 -0.51 -0.10
O -1.020 -7.460 -2.142 1.45 -0.24 -1.42
C -1.485 -7.033 -0.972 -1.19 0.46 1.12
C -0.737 -6.860 0.216 1.27 -0.57 -1.19
C -1.315 -6.379 1.347 -2.02 0.76 -0.51
C -2.663 -5.857 1.254 1.72 -0.90 0.95
C -3.442 -6.118 0.118 -0.18 -0.24 -0.05
C -2.874 -6.779 -0.974 -0.58 0.23 -0.36
N -2.920 -4.928 2.239 -0.11 0.19 0.06
N -3.955 -4.191 1.915 -0.37 0.71 -1.09
C -3.664 -2.884 1.623 0.38 0.11 0.57
C -4.381 -2.277 0.554 -0.26 -1.85 2.27
C -3.839 -1.234 -0.112 0.96 1.14 -2.13
C -2.483 -0.823 0.038 -0.27 -0.52 0.19
O -1.798 -0.196 -0.854 -0.04 0.70 0.47
C -1.849 -1.236 1.277 0.91 0.79 1.54
N -0.672 -0.578 1.686 -1.03 -1.42 -0.27
C -0.104 -0.969 2.829 0.19 0.11 -1.01
C -0.676 -1.877 3.732 -0.10 -0.53 -0.44
C -1.866 -2.487 3.353 0.47 0.54 0.42
C -2.446 -2.215 2.106 -0.57 0.11 -0.86
H 0.352 -7.231 -3.634 0.01 0.15 0.70
H 0.958 -8.129 -2.224 -0.08 0.57 0.09
H 0.768 -6.299 -2.124 -0.24 -0.53 -0.13
H 0.356 -7.047 0.214 -0.81 -0.16 -0.05
H -0.773 -6.261 2.261 0.22 0.22 0.32
H -4.477 -5.754 0.189 0.51 -0.32 -0.51
H -3.474 -7.029 -1.910 0.95 0.46 1.41
H -5.299 -2.806 0.265 0.36 0.53 -0.06
H -4.337 -0.906 -1.031 0.16 0.10 0.30
H 0.922 -0.603 2.950 -0.47 0.22 0.44
H -0.124 -2.168 4.637 -0.50 0.31 -0.39
H -2.400 -3.123 4.039 0.11 -0.33 -0.01
C 5.758 1.710 -0.185 -0.41 -0.28 -0.30
C 4.563 2.371 0.473 0.48 1.90 -0.56
N 3.392 1.963 -0.254 -0.64 0.94 0.84
C 3.101 0.690 -0.450 0.42 -2.08 -0.81
N 1.847 0.356 -0.758 1.34 -1.29 -0.13
C 1.648 -1.047 -1.242 -0.82 1.30 -0.93
C 2.527 -2.015 -0.531 0.28 -0.46 1.05
C 3.970 -1.635 -0.744 0.78 0.15 0.10
N 4.169 -0.223 -0.382 -0.25 0.42 -0.36
C 5.552 0.182 -0.023 0.55 0.80 -1.29
H 6.699 2.065 0.275 -0.35 -0.40 -0.36
H 5.702 1.986 -1.279 0.39 -0.35 1.10
H 4.602 3.488 0.301 0.14 -1.10 0.56
H 4.559 2.167 1.562 -0.32 0.04 -0.42
H 2.626 2.655 -0.455 0.47 -0.39 0.13
H 1.836 -1.053 -2.337 0.36 -0.11 0.40
H 0.572 -1.317 -1.237 0.45 0.26 0.65
H 2.355 -3.017 -0.905 -0.01 -0.32 -0.01
H 2.364 -2.023 0.570 -0.33 0.05 -0.63
H 4.223 -1.789 -1.819 0.16 0.03 0.65
H 4.656 -2.245 -0.090 -0.61 0.47 -0.75
H 6.394 -0.284 -0.598 -1.29 -0.17 -0.20
H 5.735 -0.159 0.968 0.13 0.02 1.17
```
Positions in Å, forces in eV/Å.

These are the Löwdin partial charges, in e, on atoms 1 to 5:
1. La 2.109
2. O -0.272
3. C -0.319
4. C -0.023
5. C -0.095

---

# 3
The following is a DFT calculation (ωB97M-V/def2-TZVPD) of C10H27BiClIN2O2P2 as an isolated structure.

Calculated values
- Relative energy (zero: lowest compared OMol25 entry of this formula, charge and spin): 0.0000 eV
- E_tot: -2311.971758 Eh
- E_HOMO: -14.0 eV
- Charge: +2

```
46
Properties=species:S:1:pos:R:3:forces:R:3
C -0.104 0.634 -6.575 0.00 -0.94 -0.09
C -0.094 1.446 -5.344 0.02 4.88 0.56
H -0.104 1.268 -7.484 0.00 -0.04 0.73
H -1.003 -0.008 -6.551 0.40 0.21 -0.04
H 0.789 -0.018 -6.559 -0.40 0.21 -0.04
O -0.088 2.587 -5.034 -0.02 -4.36 -0.77
I -0.087 -0.193 -3.392 -0.01 -0.36 -1.23
Bi -0.080 0.243 -0.521 -0.07 -0.20 1.90
P 2.675 -0.125 -0.193 1.27 -0.84 0.65
C 3.546 1.041 0.911 -0.27 0.27 -0.06
C 3.114 -1.734 0.568 -0.17 -0.08 -0.02
H 4.208 -1.860 0.564 -0.35 0.08 0.01
H 4.698 -0.372 -1.495 -0.39 0.10 -0.12
H 2.639 -2.558 0.021 0.23 0.21 0.14
H 3.235 -0.830 -2.442 0.18 0.17 0.21
H 3.161 0.923 1.935 0.12 0.08 -0.33
H 2.749 -1.758 1.606 0.10 0.00 -0.29
C 3.651 -0.111 -1.721 0.07 0.13 -0.34
H 4.627 0.834 0.895 -0.34 0.04 -0.01
H 3.614 0.893 -2.169 0.08 -0.28 0.06
H 3.365 2.070 0.573 0.15 -0.21 0.19
P -2.847 -0.103 -0.061 -0.73 -0.48 0.62
C -3.638 1.096 1.067 0.22 0.08 -0.16
C -3.780 0.022 -1.607 -0.09 0.10 -0.16
H -2.844 -2.527 0.165 -0.29 0.19 0.13
H -4.469 -1.801 0.448 0.26 -0.06 0.13
H -3.204 -1.716 1.719 -0.04 0.00 -0.30
C -3.391 -1.701 0.637 0.12 -0.05 -0.07
H -3.374 -0.677 -2.348 -0.17 0.12 0.15
H -4.828 -0.223 -1.389 0.21 0.11 -0.22
H -4.721 0.906 1.073 0.27 0.13 0.06
H -3.436 2.118 0.718 -0.15 -0.22 0.22
H -3.709 1.044 -1.999 -0.08 -0.21 0.01
H -3.225 0.957 2.077 -0.16 0.12 -0.31
Cl -0.133 -2.305 -0.203 0.08 1.16 -0.38
C 0.878 1.641 4.516 0.12 0.42 0.27
N 0.341 0.316 4.299 -0.14 -0.54 -0.46
C 0.007 -0.187 3.095 -0.01 0.17 -0.16
N -0.493 -1.454 3.107 0.16 0.36 0.30
O 0.127 0.499 2.028 -0.12 -0.72 0.12
H 1.017 2.136 3.553 -0.04 -0.10 0.21
H 1.834 1.579 5.046 -0.09 -0.01 -0.19
H 0.198 2.229 5.140 0.06 -0.02 -0.21
H 0.246 -0.300 5.099 0.04 0.29 -0.20
H -0.587 -1.962 2.237 0.09 0.06 0.18
H -0.479 -1.958 3.992 -0.09 0.01 -0.67
```
Positions in Å, forces in eV/Å.

These are the natural (NBO) partial charges, in e, on atoms 1 to 5:
1. C -0.775
2. C 0.769
3. H 0.310
4. H 0.299
5. H 0.299

---

# 4
The following is a DFT calculation (ωB97M-V/def2-TZVPD) of C42H33BrF3O2OsP as an isolated structure.

Calculated values
- Relative energy (zero: lowest compared OMol25 entry of this formula, charge and spin): 0.0000 eV
- E_tot: -5076.286041 Eh
- Expectation value of S²: 6.0443
- Multiplicity: 5
- E_HOMO (alpha / beta): -6.3 / -7.8 eV
- Charge: 0

```
83
Properties=species:S:1:pos:R:3:forces:R:3
Os 1.003 0.617 0.176 0.64 0.00 -0.18
Br 3.205 0.312 2.371 0.09 0.06 -0.18
C 2.385 1.699 3.359 -0.11 0.06 0.02
C 2.962 2.005 4.556 -0.02 0.05 0.05
C 2.440 3.046 5.349 0.05 -0.05 -0.01
C 1.360 3.747 4.909 -0.02 -0.01 -0.03
C 0.749 3.441 3.667 -0.03 0.09 0.06
C -0.373 4.198 3.248 0.04 -0.03 0.02
C -0.984 3.922 2.065 0.00 -0.04 -0.04
C -0.495 2.873 1.260 -0.04 0.05 0.01
C 0.597 2.107 1.600 -0.17 -0.09 0.10
C 1.247 2.390 2.847 0.07 -0.04 -0.04
H 3.828 1.450 4.889 -0.01 0.00 0.00
H 2.906 3.281 6.297 0.00 -0.01 -0.01
H 0.944 4.553 5.502 0.01 -0.01 -0.01
H -0.730 4.993 3.892 0.00 0.00 -0.01
H -1.845 4.494 1.741 0.00 -0.01 0.00
H -1.011 2.671 0.328 -0.01 0.00 -0.02
O 3.903 0.045 -0.761 0.02 -0.01 0.20
C 2.764 -0.268 -0.992 -0.14 -0.16 -0.18
C 2.485 -1.005 -2.313 -0.18 0.25 0.47
C 3.559 -1.499 -3.039 0.11 -0.08 -0.19
C 3.343 -2.224 -4.201 0.02 0.09 0.14
C 2.044 -2.459 -4.637 -0.08 0.01 -0.03
C 0.968 -1.970 -3.914 0.00 0.01 -0.03
C 1.183 -1.227 -2.753 -0.05 -0.17 0.07
P -0.197 -0.668 -1.706 -0.07 0.22 -0.12
C -1.168 0.530 -2.666 0.01 -0.18 -0.19
C -2.210 1.182 -2.009 -0.05 0.03 -0.02
C -2.981 2.118 -2.680 0.00 0.00 0.03
C -2.709 2.421 -4.009 0.01 0.00 -0.02
C -1.667 1.783 -4.665 -0.01 0.00 0.05
C -0.901 0.835 -3.996 0.02 0.07 0.01
C -1.229 -2.152 -1.579 -0.02 -0.04 0.03
C -2.419 -2.318 -2.283 -0.04 0.03 0.05
C -3.137 -3.499 -2.161 -0.01 -0.01 0.01
C -2.672 -4.519 -1.343 -0.01 0.00 0.00
C -1.486 -4.358 -0.637 0.01 0.04 -0.03
C -0.769 -3.177 -0.750 0.01 -0.04 -0.03
H 4.559 -1.307 -2.671 -0.02 -0.01 0.01
H 4.183 -2.617 -4.758 -0.01 0.01 -0.01
H 1.869 -3.035 -5.537 0.00 0.00 0.01
H -0.043 -2.177 -4.246 0.00 -0.01 0.01
H -2.418 0.960 -0.967 0.01 -0.01 0.00
H -3.790 2.619 -2.164 0.01 0.00 0.00
H -3.304 3.161 -4.528 0.00 -0.01 0.01
H -1.445 2.022 -5.697 0.00 0.00 0.01
H -0.082 0.348 -4.509 -0.02 0.00 -0.01
H -2.792 -1.523 -2.917 0.02 -0.01 -0.01
H -4.063 -3.623 -2.709 0.01 0.00 0.00
H -3.235 -5.439 -1.251 0.00 0.01 0.00
H -1.125 -5.146 0.011 0.00 0.01 -0.01
H 0.146 -3.043 -0.187 0.00 -0.01 -0.01
F -3.243 -4.814 6.714 -0.02 0.02 0.04
C -2.952 -5.343 5.511 0.04 0.04 -0.07
F -4.099 -5.816 4.998 -0.03 -0.01 0.00
F -2.155 -6.405 5.745 0.02 -0.04 0.01
C -2.289 -4.343 4.609 0.00 0.00 0.02
C -2.847 -3.997 3.390 0.00 0.02 -0.04
C -2.210 -3.071 2.579 -0.04 0.00 0.00
C -1.012 -2.482 2.985 0.07 0.08 -0.06
C -0.460 -2.838 4.222 0.00 -0.01 0.00
C -1.095 -3.763 5.026 0.02 0.01 0.01
C -0.353 -1.527 2.148 -0.10 -0.04 0.11
C 0.210 -0.711 1.436 0.10 -0.17 0.01
H -3.777 -4.447 3.071 0.00 0.00 0.01
H -2.636 -2.795 1.624 0.00 -0.01 0.01
H 0.467 -2.378 4.536 -0.01 -0.01 0.00
H -0.666 -4.036 5.982 -0.01 -0.01 -0.01
C 2.735 3.775 -0.854 -0.04 0.09 0.03
C 1.726 3.128 -1.794 0.20 -0.21 0.14
C 0.505 4.016 -1.999 -0.07 -0.05 0.00
C 2.362 2.778 -3.134 0.09 0.07 -0.05
O 1.318 1.897 -1.205 -0.31 0.22 -0.16
H 3.073 4.734 -1.254 0.02 -0.02 0.00
H 3.598 3.121 -0.719 -0.01 -0.02 -0.01
H 2.276 3.949 0.121 0.00 0.01 -0.02
H 0.808 4.966 -2.446 0.00 -0.01 -0.01
H 0.020 4.224 -1.047 0.01 0.02 0.01
H -0.214 3.532 -2.665 0.02 -0.01 0.02
H 2.603 3.689 -3.687 0.03 -0.02 0.00
H 1.671 2.182 -3.732 -0.04 0.02 -0.01
H 3.280 2.206 -2.989 -0.03 -0.01 0.03
```
Positions in Å, forces in eV/Å.

These are the Löwdin partial charges, in e, on atoms 1 to 5:
1. Os 1.368
2. Br 0.868
3. C -0.584
4. C -0.140
5. C -0.079

---

# 5
The following is a DFT calculation (ωB97M-V/def2-TZVPD) of one molecule with the formula C5H8N2.

Calculated values
- Relative energy (zero: lowest compared OMol25 entry of this formula, charge and spin): 2.7503 eV
- E_tot: -304.734423 Eh
- E_HOMO: -6.5 eV
- Charge: 0

```
15
Properties=species:S:1:pos:R:3:forces:R:3
C -1.620 -1.216 -0.067 -0.12 -0.06 0.08
N -0.399 -0.663 -0.013 0.19 0.00 -0.05
C 0.786 -1.220 0.238 -0.14 0.02 0.15
C 1.841 -0.174 0.382 0.00 0.02 -0.02
C 1.104 1.059 -0.044 -0.16 -0.01 -0.02
C -0.175 0.754 -0.278 0.16 0.05 0.04
N -1.218 1.530 -0.751 -0.03 -0.04 0.09
H -2.486 -0.574 -0.006 0.18 -0.08 -0.06
H -1.690 -2.250 0.246 -0.03 0.15 -0.10
H 2.178 -0.106 1.431 0.01 0.01 -0.16
H 0.836 -2.259 0.528 0.01 0.13 0.00
H 2.739 -0.341 -0.228 -0.13 0.00 0.04
H 1.547 2.034 -0.198 -0.07 -0.14 0.01
H -2.062 1.029 -0.980 0.10 0.05 0.04
H -1.381 2.395 -0.260 0.02 -0.10 -0.03
```
Positions in Å, forces in eV/Å.

These are the natural (NBO) partial charges, in e, on atoms 1 to 5:
1. C -0.456
2. N -0.234
3. C -0.113
4. C -0.459
5. C -0.262